DFT (ωB97M-V with the def2-TZVPD basis set) results for an isolated molecule of C22H15F6N5O.

Geometry (Å):
N -8.52036 0.17228 -0.34310
N 5.63948 5.99896 -0.99645
O -1.82149 -2.65735 1.26163
F 1.20263 -4.02146 0.35418
F 2.91906 -3.47112 -0.77361
F 2.69798 -2.66785 1.11584
F -0.66456 -3.05433 -1.53096
F 0.05801 -1.16147 -2.52001
F 1.18155 -2.98726 -2.60702
C -7.41054 -0.08290 -0.13584
C 5.10174 5.03365 -0.64026
N 2.22558 -0.68047 -0.95801
C -1.98861 -1.65060 0.54359
C 2.18973 0.21988 -0.02735
C -5.34367 -0.96357 -0.99280
C -5.32425 -0.23649 1.25835
C 4.81240 2.67227 -1.11029
C 3.19827 3.83501 0.31898
C -4.01302 -1.31994 -0.94566
C -4.05421 -0.66850 1.48362
C 4.21985 1.47839 -0.94283
C 2.56731 2.57593 0.39328
C -6.01911 -0.39550 0.10319
C 4.38571 3.81798 -0.49172
C -3.39293 -1.26311 0.29372
C 3.01704 1.38111 -0.20119
N -0.92155 -0.73320 0.33762
N 1.28458 -0.03613 0.98417
C -1.14205 0.46252 -0.48174
C 1.71877 0.06323 2.35633
C 1.94925 -2.97786 0.02771
C 0.40586 -2.26355 -1.80448
C 1.20126 -1.73134 -0.56546
C 0.46788 -1.11969 0.59233
H -5.72395 -1.26083 -1.96295
H -5.76520 0.23130 2.10436
H 5.59823 2.70134 -1.91265
H 2.95243 4.65775 1.04767
H -3.46984 -1.84096 -1.74628
H -3.49449 -0.32422 2.34769
H 4.59594 0.60763 -1.61324
H 1.57061 2.63443 0.92019
H -0.31085 1.05794 -0.87974
H -1.69021 1.28018 0.04574
H -1.87821 0.23517 -1.31874
H 1.06220 0.74326 2.83432
H 2.75510 0.42758 2.46552
H 1.69928 -0.87165 2.88310
H 0.27138 -1.84645 1.42924

Cartesian forces (eV/Å) of the 6 atoms listed first:
1.0 -0.3 0.2
-0.5 -1.0 0.8
0.2 1.5 -1.7
-0.9 0.4 0.0
-0.5 0.3 -0.9
-0.9 0.9 0.7

Molecular weight, g/mol: 479.38
ΔE to the lowest compared entry with this formula, charge and spin, kcal per mole: 32.7
SMILES: CN(C(=O)c1ccc(C#N)cc1)[C@@H]1N(C)C(c2ccc(C#N)cc2)=NC1(C(F)(F)F)C(F)(F)F
Highest occupied orbital energy, hartree: -0.35818
LUMO level, eV: -1.04
Gap between HOMO and LUMO, eV: 8.7112

=====

DFT (ωB97M-V with the def2-TZVPD basis set) results for a cluster of 2 separate species, C3H6ClN3 in total.

Geometry (Å):
C -1.71420 -0.91919 -0.19733
C -0.98961 0.18442 0.57335
C 1.64985 -0.28625 -0.25702
N 1.20763 -0.93767 -1.08734
N 2.36299 0.55870 0.43211
N -0.45104 1.23247 0.09332
Cl -0.95004 1.84490 -1.40659
H -1.85135 -0.59932 -1.29903
H -2.74575 -1.22001 0.21627
H -0.46740 -0.03287 1.57165
H -1.03089 -1.83099 -0.14660
H 2.32060 0.55145 1.41200
H 2.65920 1.45435 0.09520

Cartesian forces (eV/Å) of the 6 atoms listed first:
-0.9 -0.3 -0.4
1.2 -1.0 -0.3
0.9 0.3 -1.0
-0.7 -1.2 -0.7
1.2 0.7 0.9
-0.7 0.7 1.4

Molecular weight, g/mol: 119.55
ΔE to the lowest compared entry with this formula, charge and spin, kcal per mole: 52.6
SMILES: C/C=N\Cl.N#CN
Highest occupied orbital energy, hartree: -0.35644
LUMO level, eV: 0.62
Gap between HOMO and LUMO, eV: 10.3186

=====

DFT (ωB97M-V with the def2-TZVPD basis set) results for a cluster of 13 separate species, C53H138N10O13 in total.

Geometry (Å):
C -4.68426 -48.41891 0.73465
C -4.86807 -49.52675 1.77831
C -4.11022 -49.04987 3.06153
C -4.62034 -49.86965 4.30548
C -6.09343 -50.07618 4.49403
C -6.81552 -50.52312 3.21309
N -6.35378 -49.74583 2.06198
O -7.13714 -49.86059 0.93851
C -6.50214 -52.00438 3.08922
C -8.33271 -50.28823 3.45310
C -4.15626 -50.79213 1.24124
H -3.66686 -48.05445 0.59262
H -5.34062 -47.59420 1.01239
H -5.01396 -48.88093 -0.19591
H -3.03945 -49.07981 2.85993
H -4.38246 -48.01507 3.26927
H -4.09499 -49.44120 5.15903
H -4.16946 -50.86158 4.27544
H -6.61511 -49.44595 5.21428
H -6.10238 -50.87545 5.23510
H -6.54124 -52.34957 2.05606
H -5.56215 -52.36702 3.50516
H -7.24767 -52.69794 3.47816
H -8.97138 -50.37161 2.57375
H -8.76759 -51.04205 4.10940
H -8.59262 -49.27751 3.76773
H -4.65034 -51.14365 0.33547
H -4.20389 -51.59445 1.97752
H -3.12618 -50.67119 0.90592
H -7.52162 -48.98099 0.94656
C -5.81847 -55.95042 3.96481
C -6.47375 -55.87760 5.40820
C -5.50821 -55.01488 6.32825
C -6.12332 -54.46230 7.53650
C -7.39302 -53.69108 7.14277
C -8.42329 -54.55678 6.34881
N -7.78249 -55.20660 5.22993
O -8.61937 -55.94792 4.44008
C -9.03989 -55.49756 7.40626
C -9.49940 -53.54666 5.82510
C -6.59129 -57.26516 6.09644
H -4.81167 -56.35484 4.06920
H -5.54620 -55.05284 3.40954
H -6.32546 -56.59308 3.24505
H -4.73065 -55.69201 6.68182
H -4.96613 -54.24352 5.78121
H -5.46425 -53.80829 8.10746
H -6.31381 -55.24798 8.26760
H -7.00524 -52.97370 6.41952
H -7.61758 -53.09965 8.03040
H -9.91148 -56.07925 7.10613
H -8.41481 -56.29844 7.80120
H -9.45379 -54.91122 8.22663
H -9.13008 -52.87171 5.05299
H -10.24582 -54.20180 5.37592
H -9.88049 -52.82227 6.54491
H -6.16897 -57.96752 5.37781
H -7.55312 -57.71336 6.34563
H -5.97168 -57.43116 6.97769
H -8.55604 -55.48902 3.59926
C -9.63025 -42.73117 4.06604
O -8.62443 -42.41675 5.03933
H -8.94309 -42.57366 3.23473
H -10.18819 -43.63779 4.30024
H -10.30079 -41.87747 4.16440
H -8.56325 -43.08242 5.72834
C -10.31612 -45.46288 11.76052
O -9.32157 -46.43598 11.75044
H -11.35384 -45.76935 11.89211
H -10.08068 -44.78440 12.58046
H -10.37227 -44.88440 10.83841
H -9.31610 -46.96596 10.95001
C -13.77063 -46.14198 3.67188
O -12.71520 -45.30453 4.02009
H -13.60136 -46.53907 2.67099
H -13.53117 -46.95851 4.35309
H -14.75771 -45.74830 3.91430
H -12.47699 -45.50691 4.92779
C -11.43105 -42.98902 14.70513
C -12.41108 -42.29667 13.77947
C -13.19868 -43.17164 12.78820
O -13.70887 -42.41608 11.68140
C -14.38934 -42.97270 10.59463
N -13.35524 -41.54766 14.59003
H -12.03149 -43.62250 15.35803
H -11.01069 -42.20533 15.33539
H -10.78321 -43.64279 14.12117
H -11.89669 -41.63653 13.08110
H -14.00336 -43.74245 13.25162
H -12.58742 -44.01838 12.47598
H -13.65795 -43.23495 9.83018
H -14.98264 -42.23804 10.05023
H -15.04329 -43.77721 10.93108
H -14.08104 -42.10708 15.01471
H -13.93441 -40.82560 14.18595
C -9.23543 -49.42377 10.85981
C -8.33579 -48.76732 9.86189
C -7.81784 -49.82111 8.83953
O -6.67937 -49.32806 8.12680
C -5.54318 -48.66334 8.76659
N -9.23492 -47.82301 9.18343
H -9.81321 -48.75815 11.50106
H -8.86877 -50.32682 11.34784
H -10.13100 -49.88754 10.44631
H -7.52742 -48.39960 10.49388
H -8.64924 -50.08225 8.18480
H -7.50868 -50.75468 9.30960
H -5.76254 -47.77246 9.35506
H -4.73945 -48.60002 8.03302
H -5.06016 -49.37861 9.43230
H -9.84672 -48.40149 8.62561
H -8.71364 -47.28505 8.50596
C -13.13406 -53.96568 7.57182
C -13.80748 -55.21481 7.06512
C -12.88128 -56.32019 6.38736
O -12.64988 -55.83780 5.00765
C -12.17135 -56.97757 4.27264
N -14.42008 -55.75991 8.24010
H -12.45556 -54.26398 8.37104
H -13.75215 -53.13846 7.92074
H -12.42342 -53.54916 6.85795
H -14.59746 -54.80295 6.43709
H -13.43314 -57.25651 6.47022
H -12.07348 -56.37443 7.11716
H -12.97809 -57.58589 3.86374
H -11.33329 -57.44991 4.78514
H -11.81931 -56.63129 3.30091
H -14.77018 -56.70323 8.15240
H -13.80923 -55.82723 9.04162
C -15.49726 -43.07353 5.83604
C -15.03678 -42.12496 4.66201
C -13.44878 -42.02075 4.78904
O -13.19521 -41.19215 5.94789
C -13.69467 -39.83135 6.02565
N -15.26138 -42.96397 3.52030
H -14.78330 -43.28798 6.63125
H -15.83369 -44.08722 5.61847
H -16.42899 -42.68886 6.25076
H -15.52731 -41.15641 4.56506
H -13.06223 -41.40506 3.97688
H -12.98283 -43.00606 4.80059
H -13.22071 -39.16798 6.74913
H -14.77473 -39.87179 6.16684
H -13.51467 -39.24495 5.12463
H -14.44933 -43.56238 3.57112
H -15.28375 -42.40412 2.67996
C -10.95885 -41.48798 8.72239
C -9.41309 -41.22805 8.62687
C -8.45009 -42.38625 8.77637
O -8.57204 -43.24061 7.67857
C -7.81789 -44.46122 7.69447
N -9.08224 -40.46026 7.43692
H -11.16967 -41.26550 9.76840
H -11.08350 -42.53346 8.44036
H -11.54642 -40.72676 8.20914
H -9.23585 -40.55452 9.46535
H -8.64804 -42.94287 9.69239
H -7.44461 -41.97828 8.87960
H -8.06075 -45.00031 6.77877
H -8.29252 -45.06317 8.46939
H -6.73574 -44.55600 7.78426
H -8.87070 -41.14074 6.72116
H -8.18812 -40.04780 7.66169
C -15.38210 -49.38823 11.85839
C -15.99378 -49.29287 10.47142
C -15.28103 -48.34399 9.56834
O -15.70622 -47.05804 9.91833
C -15.38444 -46.04386 8.95761
N -15.85811 -50.56658 9.78460
H -15.32355 -48.38821 12.28806
H -14.34600 -49.72437 11.81810
H -15.94662 -50.04492 12.52033
H -17.06492 -49.12940 10.58988
H -15.52713 -48.55898 8.52848
H -14.19692 -48.44738 9.61431
H -14.32656 -45.98093 8.70260
H -15.61894 -45.11094 9.47023
H -15.87561 -46.17988 7.99410
H -16.67374 -50.73303 9.21265
H -15.89518 -51.38190 10.37957
C -12.55094 -49.96297 7.62187
C -12.06328 -48.81869 6.77876
C -12.25659 -47.37085 7.43030
O -11.67740 -46.30307 6.75520
C -11.85337 -45.09733 7.38233
N -10.66174 -49.12751 6.36122
H -13.59955 -49.90177 7.91300
H -12.04959 -49.99505 8.58921
H -12.41745 -50.95912 7.20001
H -12.62071 -48.83772 5.84227
H -11.69943 -47.35530 8.36702
H -13.32824 -47.28796 7.61141
H -11.11472 -44.43291 6.93394
H -11.83264 -45.11417 8.47200
H -12.84346 -44.70391 7.15200
H -10.43619 -48.78851 5.43693
H -10.57927 -50.13403 6.37618
C -17.34452 -52.19518 0.83316
C -16.22436 -51.21098 1.23285
C -15.51662 -51.68283 2.55261
O -14.54744 -50.72493 3.10884
C -13.85796 -50.89327 4.26609
N -15.40329 -50.90962 0.10148
H -17.10083 -53.25714 0.80209
H -17.74182 -51.94556 -0.15068
H -18.19632 -52.06257 1.50020
H -16.75675 -50.26426 1.32441
H -14.94083 -52.60009 2.42932
H -16.25971 -51.89958 3.32003
H -14.59566 -51.00513 5.06067
H -13.05700 -50.16642 4.40127
H -13.54184 -51.92992 4.14980
H -15.28063 -51.77627 -0.40250
H -14.46450 -50.72648 0.42587

Cartesian forces (eV/Å) of the 6 atoms listed first:
-1.5 -0.7 -0.4
2.1 1.4 0.4
-2.6 -0.7 0.9
2.5 0.3 -0.6
0.4 -0.1 1.4
-1.5 0.5 2.4

Molecular weight, g/mol: 1123.74
Multiplicity: 2
Highest occupied orbital energy (alpha / beta), hartree: -0.35606 / -0.35606
Charge: +1
LUMO level (alpha / beta), eV: -2.64 / -6.85
Gap between HOMO and LUMO (alpha / beta), eV: 7.0513 / 2.8405

=====

One value per record, in order, for max |F|: 4.27 2.00 5.11 eV/A.